The following is a quantum chemistry calculation of a single C4H12N2S molecule, from the Open Molecules 2025 dataset.

XYZ file:
```
19
Properties=species:S:1:pos:R:3:forces:R:3
C 2.176 1.246 0.221 -0.650 -0.355 0.600
N 1.271 0.470 1.253 2.254 -0.008 1.432
C -0.221 0.208 1.142 1.549 4.599 -1.864
C -0.562 -0.547 -0.225 1.037 -1.157 0.937
N -0.172 -2.067 -0.187 -0.120 2.422 -0.933
C -2.036 -0.322 -0.529 -1.442 -2.183 1.871
S -2.732 0.143 -2.129 1.459 0.329 -0.516
H 2.626 0.438 -0.409 -0.298 0.928 0.174
H 3.107 1.818 0.720 -2.526 -1.267 -0.776
H 1.568 1.968 -0.459 0.978 -1.106 1.301
H 1.707 0.580 2.215 -1.406 -0.331 -1.827
H -0.750 0.227 2.152 0.793 -1.321 -1.393
H -0.491 1.280 0.802 -0.613 -1.289 0.338
H 0.095 -0.027 -0.956 -0.397 -0.230 0.346
H 0.676 -2.027 0.366 0.240 -0.262 0.318
H 0.205 -2.253 -1.135 -0.483 -0.120 0.651
H -2.533 -1.337 -0.367 0.708 1.345 0.344
H -2.373 0.349 0.291 -0.378 -0.207 -0.944
H -1.560 -0.146 -2.768 -0.707 0.211 -0.059
```
Positions in Å, forces in eV/Å.

Calculated values
- SMILES: CNC[C@@H](N)CS
- Strongest force on any atom: 5.20 eV Å⁻¹
- Orbital gap: 9.262 eV
- Relative energy (zero: lowest compared OMol25 entry of this formula, charge and spin): 264.1 kJ/mol

The following is a quantum chemistry calculation of a 4-piece molecular cluster, C18H39F3N3O7 overall, from the Open Molecules 2025 dataset.

XYZ file:
```
70
Properties=species:S:1:pos:R:3:forces:R:3
F 1.840 -2.343 2.412 -0.686 0.037 0.107
C 0.486 -2.283 2.415 0.890 0.917 0.364
F 0.135 -2.291 3.732 -0.235 -0.677 -0.714
F 0.064 -3.374 1.764 -0.365 0.373 0.562
C 0.001 -0.930 1.810 0.679 0.756 -0.173
O -0.729 -1.046 0.603 -0.458 -0.111 0.340
C -2.056 -1.475 0.809 -0.094 0.180 0.626
C -3.032 -0.310 1.233 0.337 0.010 0.534
N -4.188 -0.951 1.943 1.699 1.094 -1.687
C -4.747 -0.656 3.178 -0.237 -1.619 -1.997
N -5.692 -1.540 3.323 -1.266 0.379 2.612
N -5.731 -2.334 2.283 1.407 -0.197 -2.459
C -4.792 -1.988 1.373 -0.856 0.189 1.647
H 0.918 -0.346 1.579 -0.597 -0.452 -0.017
H -0.536 -0.324 2.577 0.205 -0.662 -0.335
H -2.088 -2.220 1.641 -0.074 0.241 -0.693
H -2.415 -1.929 -0.135 0.317 0.165 0.482
H -3.393 0.272 0.364 0.141 -0.297 0.595
H -2.580 0.370 1.986 -0.059 -0.371 -0.688
H -4.431 0.148 3.846 -0.265 -0.464 -0.293
H -6.345 -3.129 2.130 -0.272 0.361 0.786
H -4.554 -2.451 0.410 -0.256 0.257 0.601
C -1.084 3.434 6.335 0.057 0.035 0.156
O 0.180 2.865 6.630 -0.213 -0.070 -0.296
C 0.363 1.589 6.035 0.441 0.208 0.272
C 1.235 1.675 4.795 -0.404 -0.223 -0.230
O 0.581 2.391 3.749 0.077 0.032 0.185
C 1.060 3.725 3.627 -0.024 0.041 -0.148
H -1.062 4.480 6.637 0.049 -0.055 0.042
H -1.313 3.383 5.267 0.013 -0.017 -0.010
H -1.866 2.921 6.905 -0.073 0.022 -0.059
H -0.602 1.125 5.801 0.006 0.025 -0.064
H 0.867 0.960 6.775 -0.019 -0.056 -0.037
H 1.418 0.661 4.423 0.060 -0.024 0.059
H 2.203 2.126 5.030 -0.058 0.032 0.049
H 2.056 3.725 3.176 0.021 0.072 0.051
H 1.094 4.233 4.592 0.019 -0.051 0.005
H 0.380 4.269 2.971 0.000 -0.089 -0.019
C 1.468 -1.744 -2.122 0.000 0.117 0.002
O 2.475 -1.346 -1.207 -0.178 -0.202 -0.073
C 2.956 -2.432 -0.420 0.351 0.394 -0.024
C 4.293 -2.938 -0.928 -0.208 -0.463 -0.069
O 4.166 -3.546 -2.207 -0.044 0.301 -0.005
C 4.598 -2.699 -3.261 0.030 -0.119 -0.042
H 1.307 -0.926 -2.825 0.038 0.035 0.078
H 1.756 -2.635 -2.684 0.012 -0.015 0.031
H 0.531 -1.932 -1.585 -0.037 -0.080 -0.069
H 2.220 -3.243 -0.385 0.046 -0.031 -0.070
H 3.087 -2.054 0.594 0.100 -0.033 -0.042
H 4.659 -3.709 -0.243 0.009 0.044 0.044
H 5.032 -2.131 -0.951 -0.077 0.048 -0.003
H 5.691 -2.634 -3.264 -0.003 0.097 -0.041
H 4.171 -1.697 -3.179 0.029 0.002 0.035
H 4.273 -3.141 -4.203 0.017 -0.071 0.067
C 0.751 -0.018 -5.691 0.134 -0.013 -0.113
O 0.671 0.878 -6.785 -0.198 -0.061 0.255
C -0.669 1.108 -7.204 0.323 0.280 -0.242
C -1.186 2.441 -6.697 -0.371 -0.260 0.138
O -1.324 2.440 -5.279 0.259 0.020 -0.033
C -0.260 3.117 -4.629 -0.102 0.009 0.035
H 1.765 0.025 -5.292 0.004 0.023 -0.093
H 0.051 0.250 -4.895 -0.036 -0.004 -0.016
H 0.551 -1.040 -6.030 -0.041 -0.043 0.110
H -1.323 0.290 -6.887 -0.008 0.051 0.060
H -0.662 1.127 -8.298 -0.048 -0.001 0.005
H -2.184 2.612 -7.114 0.024 0.013 -0.042
H -0.540 3.260 -7.025 0.055 -0.066 0.012
H -0.367 4.199 -4.764 0.108 0.018 0.007
H 0.715 2.796 -5.002 -0.015 0.022 -0.029
H -0.317 2.891 -3.564 -0.078 -0.005 -0.032
```
Positions in Å, forces in eV/Å.

Calculated values
- Strongest force on any atom: 2.93 eV Å⁻¹
- Orbital gap: 7.010 eV
- Total charge: +1
- Relative energy (zero: lowest compared OMol25 entry of this formula, charge and spin): 0.0 kJ/mol

The following is a quantum chemistry calculation of C36H29EuF15GeN6O2S as an isolated structure, from the Open Molecules 2025 dataset.

XYZ file:
```
91
Properties=species:S:1:pos:R:3:forces:R:3
Eu 0.393 1.143 -2.268 0.376 -0.860 1.699
C 1.769 -3.366 -1.888 0.162 0.103 0.021
C 1.085 -2.042 -1.980 0.418 0.332 0.098
N 1.682 -0.908 -1.866 -0.488 -0.715 -0.357
C 3.055 -0.847 -1.411 0.480 0.001 0.181
C 3.666 0.589 -1.361 0.087 -0.541 0.045
N 2.704 1.681 -1.551 0.225 0.135 -0.523
C 2.818 2.871 -0.691 -0.501 0.384 0.350
C 1.451 3.282 -0.106 0.511 0.026 0.312
N 0.387 3.358 -1.130 0.134 0.453 -0.043
C -0.953 3.516 -0.525 -0.590 -0.006 0.040
C -2.082 3.011 -1.450 0.084 0.610 0.104
N -1.882 1.601 -1.679 -0.655 -0.456 -0.323
C -2.774 0.758 -2.024 -0.001 0.283 0.273
C -4.202 1.048 -2.357 0.068 0.187 0.223
C -2.303 -0.662 -2.041 0.205 -0.496 -0.121
C -3.135 -1.754 -1.788 0.247 0.108 -0.102
C -2.557 -3.007 -1.660 0.079 0.208 -0.024
C -1.183 -3.150 -1.778 0.135 0.274 -0.093
C -0.406 -2.021 -2.041 -0.566 -0.035 -0.015
N -0.982 -0.821 -2.184 -0.519 -0.627 0.295
H 1.886 -3.650 -0.843 -0.022 -0.081 0.130
H 2.766 -3.315 -2.324 -0.004 -0.008 -0.022
H 1.210 -4.142 -2.399 -0.020 -0.074 -0.025
H 3.715 -1.481 -2.019 -0.127 0.081 0.077
H 3.058 -1.268 -0.398 0.024 0.050 -0.113
H 4.445 0.645 -2.130 -0.052 0.088 0.182
H 4.153 0.700 -0.390 -0.027 0.040 -0.126
H 2.824 2.000 -2.513 0.090 -0.017 0.247
H 3.245 3.708 -1.258 0.050 -0.143 0.083
H 3.475 2.668 0.159 0.002 0.035 -0.137
H 1.575 4.236 0.425 -0.083 -0.102 -0.039
H 1.143 2.513 0.611 0.062 0.282 -0.147
H 0.565 4.174 -1.726 -0.061 -0.437 0.056
H -1.162 4.559 -0.253 0.108 -0.113 -0.011
H -0.978 2.907 0.382 0.048 0.144 -0.115
H -2.047 3.533 -2.416 -0.077 -0.044 0.163
H -3.042 3.221 -0.965 0.089 -0.003 -0.097
H -4.357 0.909 -3.426 0.025 -0.078 -0.104
H -4.470 2.072 -2.117 -0.022 0.011 0.033
H -4.875 0.375 -1.835 -0.109 -0.015 0.044
H -4.199 -1.641 -1.659 -0.078 0.085 -0.017
H -3.172 -3.868 -1.445 -0.045 -0.060 0.017
H -0.740 -4.120 -1.635 0.123 -0.111 0.029
N -0.154 -0.513 -4.856 -0.095 0.033 -0.306
C 0.502 0.025 -6.063 0.093 -0.082 -0.311
C 0.345 1.553 -6.097 -0.039 -0.199 0.543
C 0.474 1.963 -4.643 -0.043 0.606 -2.281
O -0.545 2.283 -3.992 -0.835 0.538 -0.263
O 1.588 1.832 -4.078 0.994 0.120 -0.270
H 0.017 -1.514 -4.814 -0.079 0.108 0.081
H -1.163 -0.397 -4.968 0.162 -0.101 0.149
H 0.097 -0.408 -6.987 0.167 0.057 0.129
H 1.564 -0.225 -5.996 -0.135 0.035 -0.024
H -0.633 1.848 -6.471 -0.022 0.020 -0.014
H 1.128 1.995 -6.705 0.037 0.077 -0.026
F -2.818 -1.440 3.810 -0.244 -0.363 0.118
C -2.166 -2.436 3.196 0.094 -0.028 -0.092
C -0.990 -2.154 2.531 0.150 0.343 -0.176
C -0.388 -3.193 1.852 -0.197 0.049 0.048
F 0.740 -2.920 1.165 0.065 -0.366 -0.067
C -0.896 -4.481 1.842 0.021 0.166 -0.023
F -0.286 -5.447 1.144 -0.078 0.014 0.062
C -2.066 -4.748 2.549 0.034 0.262 -0.004
F -2.581 -5.973 2.546 0.068 0.142 0.010
C -2.708 -3.717 3.230 0.077 0.010 -0.058
F -3.839 -3.956 3.891 0.079 -0.030 -0.076
Ge -0.132 -0.351 2.425 0.054 -0.317 1.027
S 0.011 0.279 0.413 -0.058 -0.081 0.414
C 1.657 -0.494 3.330 -0.289 0.066 -0.331
C 2.398 0.669 3.392 -0.063 -0.161 -0.053
F 1.859 1.775 2.837 0.358 0.197 0.104
C 3.645 0.742 3.993 -0.070 -0.030 -0.032
F 4.338 1.884 3.992 -0.037 -0.136 0.065
C 4.165 -0.403 4.591 -0.213 0.024 -0.122
F 5.356 -0.365 5.180 -0.148 -0.017 -0.077
C 3.433 -1.588 4.564 -0.109 0.041 -0.097
F 3.925 -2.686 5.135 0.008 0.082 -0.017
C 2.195 -1.615 3.931 0.161 0.275 -0.053
F 1.501 -2.757 3.911 0.216 -0.206 0.219
C -1.124 0.765 3.759 0.206 -0.117 -0.386
C -1.980 1.795 3.432 0.107 -0.063 0.181
F -2.183 2.073 2.133 -0.256 0.274 0.028
C -2.647 2.545 4.393 0.070 -0.088 -0.069
F -3.459 3.540 4.028 0.053 -0.072 0.087
C -2.459 2.245 5.739 0.118 -0.145 -0.197
F -3.084 2.953 6.673 0.078 -0.098 -0.116
C -1.617 1.195 6.098 0.061 -0.017 -0.101
F -1.436 0.891 7.382 -0.055 0.049 -0.072
C -0.971 0.476 5.102 -0.089 0.211 -0.074
F -0.185 -0.557 5.439 -0.165 0.020 0.375
```
Positions in Å, forces in eV/Å.

Calculated values
- Strongest force on any atom: 2.36 eV Å⁻¹
- Orbital gap (spin up / spin down): 7.107 / 7.134 eV
- Total charge: +1
- Multiplicity: 7

The following is a quantum chemistry calculation of a single C12H13NO3 molecule, from the Open Molecules 2025 dataset.

XYZ file:
```
29
Properties=species:S:1:pos:R:3:forces:R:3
C 1.524 -3.230 -0.986 -0.542 0.081 -0.055
C 1.254 -2.173 -2.076 1.681 -0.901 -0.171
C 2.278 -1.005 -2.008 -0.565 -0.574 -0.647
C 2.197 -0.193 -0.734 0.773 -0.691 0.237
O 0.888 0.389 -0.642 -0.032 -0.315 0.971
C 0.577 0.866 0.577 1.668 1.112 1.529
O 1.369 1.087 1.495 -0.762 -1.029 -1.601
C -0.816 1.266 0.715 -2.519 0.611 -1.200
C -1.460 1.928 -0.372 -0.033 0.295 -0.144
C -2.811 2.305 -0.321 0.855 0.161 0.001
C -3.538 2.062 0.823 0.076 -0.575 0.485
C -2.953 1.382 1.881 0.161 0.223 -0.050
C -1.609 1.003 1.854 -0.873 0.324 -2.146
N -1.132 0.259 2.927 0.436 -0.447 0.732
C -0.593 0.927 3.775 2.900 2.569 3.938
O -0.036 1.575 4.627 -2.089 -2.503 -2.895
H 0.961 -4.158 -1.151 -0.054 0.319 0.043
H 1.304 -2.874 0.026 -0.090 -0.009 -0.185
H 2.566 -3.517 -0.992 0.427 -0.026 -0.065
H 1.322 -2.691 -3.061 0.160 0.487 0.503
H 0.270 -1.781 -2.042 -1.059 0.379 0.292
H 3.315 -1.417 -2.069 -0.709 0.415 -0.168
H 2.049 -0.352 -2.878 0.545 -0.218 0.465
H 2.942 0.590 -0.783 0.096 0.335 0.182
H 2.443 -0.823 0.164 -0.524 0.655 -0.694
H -0.908 2.247 -1.281 -0.167 -0.646 0.840
H -3.284 2.834 -1.141 0.240 -0.087 -0.047
H -4.574 2.346 0.914 -0.151 0.107 -0.121
H -3.546 1.149 2.759 0.152 -0.050 -0.027
```
Positions in Å, forces in eV/Å.

Calculated values
- SMILES: CCCCOC(=O)c1ccccc1N=C=O
- Strongest force on any atom: 5.52 eV Å⁻¹
- Orbital gap: 9.936 eV
- Relative energy (zero: lowest compared OMol25 entry of this formula, charge and spin): 21.1 kJ/mol